[1]
Entry from the Open Molecules 2025 dataset: 2 unconnected molecules or ions with the total composition C4H12N2 at a distorted geometry (ωB97M-V/def2-TZVPD).

Calculated values
* charge: +1
* spin multiplicity: 2
* LUMO energy (alpha / beta): -6.0 / -7.5 eV
* energy above the lowest of the compared OMol25 structures with the same formula, charge and spin: 3.2937 eV

Each line ends with the Löwdin spin population.
Atoms and positions in Å:
1 C -0.938 -0.729 0.553  0.001
2 C -1.147 -1.118 -0.942  0.001
3 N -2.662 -1.006 -0.952  0.000
4 H -0.032 -1.137 0.932  0.001
5 H -1.715 -1.151 1.146  0.000
6 H -0.845 0.241 0.999  0.001
7 H -0.928 -2.177 -1.220  0.000
8 H -0.672 -0.431 -1.574  0.000
9 H -3.033 -1.230 -0.036  0.000
10 H -2.724 0.000 -0.925  0.000
11 C 2.411 -0.013 0.564  0.570
12 C 1.888 1.104 -0.079  0.158
13 N 1.615 2.411 0.321  0.171
14 H 3.410 -0.282 0.944  0.024
15 H 1.701 -0.725 0.459  0.038
16 H 1.451 0.983 -1.070  0.026
17 H 1.207 2.527 1.247  0.005
18 H 1.010 2.733 -0.366  0.004

***

[2]
Entry from the Open Molecules 2025 dataset: a gas-phase ion, C4H12N2 (charge +1) at a distorted geometry (ωB97M-V/def2-TZVPD).

Calculated values
* charge: +1
* spin multiplicity: 2
* LUMO energy (alpha / beta): -3.4 / -8.2 eV
* energy above the lowest of the compared OMol25 structures with the same formula, charge and spin: 0.9934 eV

Each line ends with the Löwdin spin population.
Atoms and positions in Å:
1 C -2.038 0.736 -1.354  0.004
2 N -1.206 0.914 -0.154  0.041
3 C -1.057 -0.365 0.562  0.034
4 C 0.343 -0.710 1.074  0.061
5 N 1.294 -0.632 -0.033  0.670
6 C 2.549 0.074 0.111  0.087
7 H -1.838 -0.184 -1.918  0.001
8 H -3.096 0.757 -1.095  0.001
9 H -1.908 1.530 -2.087  0.001
10 H -0.288 1.180 -0.521  -0.001
11 H -1.437 -1.200 -0.026  0.000
12 H -1.696 -0.314 1.450  -0.001
13 H 0.383 -1.690 1.546  0.022
14 H 0.625 0.011 1.845  0.002
15 H 1.383 -1.518 -0.538  0.013
16 H 3.052 0.081 -0.852  0.002
17 H 3.069 -0.438 0.933  0.048
18 H 2.489 1.112 0.447  0.013

***

[3]
Entry from the Open Molecules 2025 dataset: a molecular structure, C4H12N2 at a distorted geometry (ωB97M-V/def2-TZVPD).

Calculated values
* charge: +1
* spin multiplicity: 2
* LUMO energy (alpha / beta): -3.2 / -7.5 eV
* energy above the lowest of the compared OMol25 structures with the same formula, charge and spin: 4.7108 eV

Each line ends with the Löwdin spin population.
Atoms and positions in Å:
1 C 2.486 -0.068 0.339  0.070
2 N 1.109 0.344 0.274  0.617
3 C 0.499 0.098 -0.968  0.086
4 C -0.981 0.495 -1.035  0.003
5 C -1.936 -0.370 -0.154  0.001
6 N -1.160 -0.233 1.539  0.051
7 H 3.102 0.597 -0.255  0.020
8 H 2.706 -0.047 1.426  -0.001
9 H 2.695 -1.075 0.012  0.030
10 H 0.436 0.057 1.072  0.012
11 H 0.608 -1.107 -1.459  0.075
12 H 1.036 0.720 -1.824  0.031
13 H -1.328 0.170 -2.087  0.001
14 H -1.103 1.446 -0.663  -0.001
15 H -2.991 -0.203 -0.394  0.000
16 H -2.053 0.192 0.922  0.001
17 H -1.519 -1.042 1.958  0.001
18 H -1.647 -1.414 -0.492  0.001

***

[4]
Entry from the Open Molecules 2025 dataset: 2 unconnected molecules or ions with the total composition C4H12N2O at a distorted geometry (ωB97M-V/def2-TZVPD).

Calculated values
* LUMO energy: 0.9 eV
* energy above the lowest of the compared OMol25 structures with the same formula, charge and spin: 2.2829 eV

Each line ends with the Löwdin charge.
Atoms and positions in Å:
1 H -0.581 1.930 0.923  0.051
2 N 0.096 1.251 1.269  0.122
3 C 0.643 0.544 0.375  -0.428
4 C 1.610 -0.522 0.777  -0.077
5 C 0.974 1.179 -1.107  -0.192
6 O 0.293 2.403 -1.292  -0.085
7 H 1.395 -1.405 0.177  0.062
8 H 2.639 -0.212 0.614  0.074
9 H 1.476 -0.779 1.826  0.078
10 H 2.060 1.324 -1.194  0.113
11 H 0.671 0.523 -1.928  0.103
12 H 0.542 2.991 -0.566  0.084
13 C -2.011 -1.297 0.495  -0.176
14 N -0.957 -1.335 -0.514  -0.071
15 H -3.021 -1.473 0.106  0.064
16 H -1.810 -2.046 1.260  0.073
17 H -2.007 -0.304 0.943  0.054
18 H -1.052 -0.539 -1.172  0.074
19 H -0.961 -2.233 -0.992  0.077

***

[5]
Entry from the Open Molecules 2025 dataset: 2 unconnected molecules or ions with the total composition C4H12N2O at a distorted geometry (ωB97M-V/def2-TZVPD).

Calculated values
* LUMO energy: 0.8 eV
* energy above the lowest of the compared OMol25 structures with the same formula, charge and spin: 2.4995 eV

Each line ends with the Löwdin charge.
Atoms and positions in Å:
1 N -1.983 -1.176 -1.564  0.017
2 C -0.921 -0.985 -0.629  -0.232
3 C -0.701 0.017 0.236  -0.110
4 C 0.679 0.277 0.840  -0.223
5 C 1.946 -0.539 0.551  -0.288
6 N 1.707 -1.962 0.852  -0.005
7 H -1.663 -1.864 -2.231  0.062
8 H -2.763 -1.675 -1.124  0.078
9 H 0.012 -1.418 -0.991  0.093
10 H -1.554 0.474 0.736  0.099
11 H 0.774 1.352 0.645  0.104
12 H 0.578 0.134 1.935  0.111
13 H 2.137 -0.361 -0.506  0.101
14 H 2.703 -0.030 1.141  0.099
15 H 1.989 -2.591 0.112  0.063
16 H 0.711 -2.047 0.940  0.033
17 O -0.931 4.247 -0.545  -0.060
18 H -1.883 4.161 -0.755  0.050
19 H -0.838 3.986 0.357  0.007

***

[6]
Entry from the Open Molecules 2025 dataset: 2 unconnected molecules or ions with the total composition C4H12N2O at a distorted geometry (ωB97M-V/def2-TZVPD).

Calculated values
* LUMO energy: 0.9 eV
* energy above the lowest of the compared OMol25 structures with the same formula, charge and spin: 1.8351 eV

Each line ends with the Löwdin charge.
Atoms and positions in Å:
1 H -2.650 0.644 -0.782  0.045
2 N -1.822 0.909 -0.212  0.052
3 C -0.804 0.867 -1.023  -0.342
4 N 0.427 1.420 -0.741  -0.066
5 C 1.346 1.917 -1.821  -0.080
6 H -0.834 0.461 -2.009  0.107
7 H 0.483 2.000 0.093  0.123
8 H 2.378 1.921 -1.477  0.072
9 H 1.283 1.211 -2.664  0.077
10 H 1.088 2.926 -2.183  0.077
11 C -0.993 -1.853 1.503  -0.104
12 C 0.500 -1.731 1.107  -0.305
13 O 1.246 -0.917 2.053  -0.100
14 H -1.356 -0.856 1.685  0.036
15 H -1.573 -2.419 0.759  0.075
16 H -1.063 -2.399 2.455  0.071
17 H 0.560 -1.292 0.063  0.089
18 H 1.021 -2.717 1.033  0.113
19 H 0.762 -0.093 2.162  0.062

***

[7]
Entry from the Open Molecules 2025 dataset: C4H12N2O in the gas phase at a distorted geometry (ωB97M-V/def2-TZVPD).

Calculated values
* LUMO energy: 0.9 eV
* energy above the lowest of the compared OMol25 structures with the same formula, charge and spin: 1.3100 eV

Each line ends with the Löwdin charge.
Atoms and positions in Å:
1 N -0.528 1.290 -1.848  -0.013
2 C -0.138 -0.126 -1.877  -0.274
3 C -0.374 -0.803 -0.507  -0.167
4 C -0.107 0.044 0.748  -0.383
5 N 1.187 0.775 0.719  0.045
6 C -0.047 -0.772 2.035  -0.289
7 O 0.243 0.045 3.120  -0.051
8 H -1.516 1.413 -2.005  0.068
9 H -0.149 1.841 -2.600  0.063
10 H 0.912 -0.211 -2.163  0.103
11 H -0.690 -0.605 -2.690  0.100
12 H 0.060 -1.806 -0.503  0.109
13 H -1.452 -1.039 -0.511  0.111
14 H -0.950 0.721 0.875  0.138
15 H 1.119 1.392 -0.075  0.050
16 H 1.921 0.122 0.467  0.083
17 H 0.588 -1.650 1.822  0.116
18 H -1.019 -1.255 2.196  0.123
19 H 0.942 0.626 2.795  0.067

***

[8]
Entry from the Open Molecules 2025 dataset: 2 unconnected molecules or ions with the total composition C4H12N2O at a distorted geometry (ωB97M-V/def2-TZVPD).

Calculated values
* LUMO energy: 0.7 eV
* energy above the lowest of the compared OMol25 structures with the same formula, charge and spin: 1.7027 eV

Each line ends with the Löwdin charge.
Atoms and positions in Å:
1 C 1.524 -0.869 -0.845  -0.115
2 C 1.181 0.529 -0.341  -0.242
3 C 0.171 0.480 0.766  -0.355
4 N 0.772 0.022 2.011  0.059
5 C -1.145 0.509 0.611  -0.169
6 N -2.048 0.137 1.604  0.042
7 H 2.237 -0.731 -1.651  0.067
8 H 0.711 -1.476 -1.232  0.051
9 H 1.936 -1.524 -0.075  0.069
10 H 0.807 1.202 -1.107  0.086
11 H 2.123 0.991 -0.032  0.104
12 H 0.156 -0.625 2.490  0.052
13 H 0.925 0.814 2.626  0.075
14 H -1.620 0.724 -0.333  0.099
15 H -1.816 -0.152 2.530  0.061
16 H -3.011 0.061 1.342  0.071
17 O -0.784 0.184 -2.527  -0.049
18 H -1.099 -0.713 -2.408  0.042
19 H -1.019 0.437 -3.428  0.053

***

[9]
Entry from the Open Molecules 2025 dataset: C4H12N2O in the gas phase at a distorted geometry (ωB97M-V/def2-TZVPD).

Calculated values
* LUMO energy: 0.9 eV
* energy above the lowest of the compared OMol25 structures with the same formula, charge and spin: 2.1087 eV

Each line ends with the Löwdin charge.
Atoms and positions in Å:
1 C -1.748 -0.651 -0.734  -0.098
2 N -0.339 -0.763 -0.442  -0.286
3 C 0.538 -1.016 -1.562  -0.092
4 C 0.198 -0.205 0.816  -0.414
5 O 1.354 -0.884 1.219  -0.017
6 C 0.579 1.245 0.506  -0.224
7 N 0.248 2.062 1.662  -0.005
8 H -1.951 0.200 -1.398  0.077
9 H -2.310 -0.503 0.186  0.085
10 H -2.072 -1.561 -1.240  0.080
11 H 0.277 -1.976 -2.010  0.081
12 H 1.571 -1.048 -1.225  0.084
13 H 0.435 -0.224 -2.315  0.080
14 H -0.612 -0.270 1.558  0.145
15 H 1.150 -1.825 1.257  0.102
16 H 1.624 1.303 0.173  0.118
17 H -0.205 1.318 -0.385  0.147
18 H 0.451 3.038 1.479  0.062
19 H 0.809 1.760 2.454  0.073

***

[10]
Entry from the Open Molecules 2025 dataset: 2 unconnected molecules or ions with the total composition C4H12N2O at a distorted geometry (ωB97M-V/def2-TZVPD).

Calculated values
* LUMO energy: 0.6 eV
* energy above the lowest of the compared OMol25 structures with the same formula, charge and spin: 3.4956 eV

Each line ends with the Löwdin charge.
Atoms and positions in Å:
1 C 2.184 -1.304 -0.560  -0.242
2 C -0.326 1.287 -1.120  -0.043
3 C -0.486 -0.100 -0.573  -0.468
4 O 1.523 -0.290 0.128  -0.349
5 N -0.924 -1.049 -1.300  0.125
6 H -1.072 -1.930 -0.812  0.047
7 H 3.044 -0.904 -1.114  0.064
8 H 2.552 -2.098 0.108  0.063
9 H 1.521 -1.773 -1.308  0.055
10 H 0.404 1.858 -0.551  0.077
11 H -1.282 1.816 -1.126  0.082
12 H 0.042 1.194 -2.139  0.090
13 C -1.367 0.963 1.636  -0.051
14 N -0.655 -0.137 0.964  -0.025
15 H -1.058 -1.039 1.204  0.144
16 H 0.521 -0.208 1.150  0.160
17 H -2.369 1.077 1.219  0.094
18 H -0.810 1.885 1.491  0.088
19 H -1.442 0.752 2.702  0.090

***

[11]
Entry from the Open Molecules 2025 dataset: C4H12N2O in the gas phase at a distorted geometry (ωB97M-V/def2-TZVPD).

Calculated values
* LUMO energy: 0.9 eV
* energy above the lowest of the compared OMol25 structures with the same formula, charge and spin: 2.0299 eV

Each line ends with the Löwdin charge.
Atoms and positions in Å:
1 N 1.512 1.388 0.719  -0.012
2 C 0.047 1.511 0.789  -0.262
3 C -0.845 0.841 -0.286  -0.155
4 C -0.381 -0.531 -0.838  -0.381
5 N 0.927 -0.615 -1.438  0.023
6 C -0.425 -1.615 0.292  -0.217
7 O -1.359 -1.409 1.337  -0.069
8 H 1.747 0.403 0.664  0.037
9 H 1.852 1.728 -0.181  0.058
10 H -0.282 1.084 1.733  0.096
11 H -0.118 2.582 0.727  0.099
12 H -1.831 0.651 0.162  0.105
13 H -1.242 1.505 -1.060  0.102
14 H -1.154 -0.810 -1.565  0.125
15 H 1.376 -1.361 -1.933  0.077
16 H 1.191 0.252 -1.870  0.067
17 H -0.623 -2.569 -0.204  0.114
18 H 0.568 -1.600 0.748  0.109
19 H -0.959 -1.436 2.204  0.084

***

[12]
Entry from the Open Molecules 2025 dataset: C4H12N2O in the gas phase at a distorted geometry (ωB97M-V/def2-TZVPD).

Calculated values
* LUMO energy: 0.9 eV
* energy above the lowest of the compared OMol25 structures with the same formula, charge and spin: 2.7563 eV

Each line ends with the Löwdin charge.
Atoms and positions in Å:
1 N 1.786 0.420 1.651  -0.038
2 C 1.121 -0.834 1.363  -0.304
3 C -0.258 -0.620 0.616  -0.181
4 C -0.186 0.313 -0.616  -0.384
5 N 0.837 -0.083 -1.632  0.031
6 C -1.613 0.477 -1.147  -0.326
7 O -2.215 1.484 -0.476  -0.072
8 H 2.480 0.471 2.462  0.098
9 H 2.206 0.986 0.943  0.043
10 H 1.680 -1.625 0.761  0.100
11 H 0.906 -1.303 2.428  0.134
12 H -0.704 -1.561 0.282  0.100
13 H -0.922 -0.378 1.452  0.110
14 H 0.262 1.392 -0.254  0.175
15 H 0.841 -1.042 -1.853  0.042
16 H 0.775 0.516 -2.467  0.077
17 H -1.615 0.554 -2.327  0.146
18 H -2.198 -0.390 -0.703  0.122
19 H -3.182 1.224 -0.482  0.127

***

> Number 4 is which compound?

C4H12N2O

***

> Among the records above, which one has the lowest energy above the lowest of the compared OMol25 structures with the same formula, charge and spin?

number 2